Entry 1:
One molecule with the formula C2H5IO2 in a non-equilibrium geometry, computed with ωB97M-V/def2-TZVPD.

Computed properties:
structure (SMILES)	CO[C@H](O)I
maximum force	2.3	eV/A
HOMO level	-9.5525	eV
orbital gap	9.99	eV
total energy	-14349.5698	eV
relative energy (zero: lowest compared OMol25 entry of this formula, charge and spin)	26.46	kcal per mole

The geometry in ORCA input format:
```
! RIJCOSX wB97M-V def2-TZVPD def2/J DEFGRID3
* xyz 0 1
C -0.679 0.777 -0.096
O 0.789 0.809 0.176
C 1.418 -0.409 0.195
O 1.266 -1.080 1.434
I 3.537 0.029 -0.079
H -0.915 -0.287 0.058
H -0.796 1.141 -1.131
H -1.227 1.442 0.550
H 1.263 -1.008 -0.698
H 1.997 -1.688 1.540
*
```

natural (NBO) population analysis, charges in e, atoms 1 to 6: number 1, C, carries -0.25; number 2, O, carries -0.56; number 3, C, carries 0.32; number 4, O, carries -0.72; number 5, I, carries -0.02; number 6, H, carries 0.19

=====

Entry 2:
A 9-piece molecular cluster, C4H26N2O10 overall in a non-equilibrium geometry, computed with ωB97M-V/def2-TZVPD.

Computed properties:
structure (SMILES)	NCCCNC(=O)O.O.O.O.O.O.O.O.O
maximum force	1.9	eV/A
HOMO level	-9.7632	eV
orbital gap	9.83	eV
total energy	-28024.5358	eV
relative energy (zero: lowest compared OMol25 entry of this formula, charge and spin)	83.42	kcal per mole

The geometry in ORCA input format:
```
! RIJCOSX wB97M-V def2-TZVPD def2/J DEFGRID3
* xyz 0 1
N -1.511 -0.563 -0.328
C -1.014 -0.943 1.029
C 0.107 -2.010 0.964
C 1.427 -1.404 1.426
N 2.233 -0.606 0.434
C 1.823 0.747 0.340
O 0.946 1.216 -0.338
O 2.673 1.627 0.912
H -1.582 -1.368 -0.945
H -0.767 -0.007 -0.745
H -1.943 -1.206 1.533
H -0.623 -0.023 1.455
H 0.034 -2.835 1.684
H 0.215 -2.393 -0.049
H 2.199 -2.167 1.626
H 1.216 -0.797 2.308
H 2.137 -0.960 -0.516
H 3.269 1.308 1.596
O 2.584 -0.720 -3.863
H 2.801 -0.307 -3.019
H 1.732 -0.322 -4.101
O -0.579 3.603 1.140
H -1.117 3.243 0.415
H 0.091 2.909 1.215
O 1.049 1.304 3.715
H 0.407 1.994 3.949
H 1.121 1.561 2.785
O 0.053 -0.011 -3.424
H -0.470 0.100 -2.627
H -0.408 0.367 -4.171
O 1.942 -2.790 -2.302
H 1.989 -2.321 -3.168
H 2.879 -2.960 -2.157
O -2.987 3.706 0.214
H -2.238 4.214 -0.094
H -3.117 2.991 -0.431
O -2.894 1.694 -1.709
H -3.228 0.987 -1.135
H -3.404 1.481 -2.509
O -2.139 -3.088 3.015
H -2.102 -2.285 3.544
H -2.802 -2.966 2.331
*
```

natural (NBO) population analysis, charges in e, atoms 1 to 6: number 1, N, carries -0.87; number 2, C, carries -0.22; number 3, C, carries -0.46; number 4, C, carries -0.21; number 5, N, carries -0.71; number 6, C, carries 0.89

=====

Entry 3:
A 2-piece molecular cluster, C4H6O2 overall in a non-equilibrium geometry, computed with ωB97M-V/def2-TZVPD.

Computed properties:
maximum force	3.6	eV/A
HOMO level	-8.1620	eV
orbital gap	8.70	eV
total energy	-8334.2616	eV
relative energy (zero: lowest compared OMol25 entry of this formula, charge and spin)	142.96	kcal per mole

The geometry in ORCA input format:
```
! RIJCOSX wB97M-V def2-TZVPD def2/J DEFGRID3
* xyz 0 1
C -0.208 0.125 1.898
C -0.013 -0.263 0.664
C -1.365 0.236 0.833
C 0.844 -1.417 -0.893
O -1.875 1.446 0.364
O 1.082 -0.503 -1.886
H -0.006 0.588 2.911
H -2.193 -0.360 1.000
H -0.110 -2.086 -1.121
H 1.818 -2.030 -0.608
H -1.289 1.805 -0.338
H 1.998 -0.600 -2.153
*
```

natural (NBO) population analysis, charges in e, atoms 1 to 6: number 1, C, carries -0.26; number 2, C, carries -0.05; number 3, C, carries 0.02; number 4, C, carries -0.02; number 5, O, carries -0.72; number 6, O, carries -0.70